78
Properties=species:S:1:pos:R:3 method="wB97M-V/def2-TZVPD" mol_weight_g_mol=405.62 spin_multiplicity=2 s_squared=0.756 e_lumo_ev="-2.2 / -7.8" de_lowest_kj_mol=0.00 total_energy_ha=-1331.62659 gap_ev="8.95 / 3.33" charge=+1 homo_energy_ev="-11.141 / -11.123"
C -4.31009 -3.33382 -1.54160
C -2.86505 -3.69889 -2.04157
C -2.26772 -4.56568 -0.97239
O -0.86228 -4.82429 -1.41672
C -0.14576 -5.83182 -0.70544
N -3.03600 -4.39928 -3.29213
H -4.94699 -4.18719 -1.30874
H -4.89262 -2.69668 -2.20704
H -4.25113 -2.75054 -0.62269
H -2.33796 -2.78330 -2.30985
H -2.77155 -5.52527 -0.85648
H -2.23674 -4.02965 -0.02380
H -0.74079 -6.74099 -0.61917
H -0.00860 -5.29261 0.23186
H 0.82640 -6.04659 -1.14915
H -2.11736 -4.59230 -3.66489
H -3.39157 -3.77219 -3.99953
C -3.41472 -0.10447 0.01397
C -2.13852 0.68756 -0.43398
C -1.67787 1.57696 0.68104
O -0.58376 2.28888 0.19593
C -0.19478 3.31797 1.09949
N -1.17094 -0.32630 -0.79672
H -3.13657 -0.79921 0.80648
H -3.61535 -0.80799 -0.79405
H -4.28212 0.50907 0.25748
H -2.34590 1.38410 -1.24634
H -1.54384 1.08366 1.64374
H -2.47414 2.30432 0.83915
H -0.34060 3.06529 2.14972
H -0.84734 4.17127 0.91473
H 0.85616 3.51006 0.88332
H -0.85106 -0.63935 0.10869
H -0.35535 0.04113 -1.26567
C 0.17909 1.60539 -3.52396
C 1.63162 1.76867 -3.05443
C 2.17454 3.24802 -3.08316
O 3.56210 3.28868 -2.57610
C 4.06057 4.55589 -2.45383
N 1.57703 1.35475 -1.67228
H -0.55630 1.73606 -2.73010
H -0.02838 0.55647 -3.73571
H -0.13675 2.30133 -4.30115
H 2.32903 1.10458 -3.56503
H 1.48045 3.94343 -2.61123
H 2.08396 3.44392 -4.15158
H 5.14432 4.43979 -2.46399
H 3.86967 5.00432 -1.47886
H 3.72243 5.18048 -3.28066
H 0.74364 1.63299 -1.17414
H 2.46011 1.66394 -1.29191
C 3.48434 4.67945 1.43025
C 4.76086 4.35471 2.23937
O 4.45444 3.27101 3.19700
H 2.59710 4.90079 2.02349
H 3.14304 3.78540 0.90846
H 3.64921 5.62489 0.91348
H 5.23520 5.16546 2.79234
H 5.43694 3.88388 1.52570
H 5.31327 3.26483 3.62592
C 1.60316 -1.28004 1.44628
C 1.29275 -2.55918 0.69342
O -0.07458 -2.52587 0.46390
H 2.60875 -1.27211 1.86680
H 0.98582 -1.02361 2.30723
H 1.41836 -0.49018 0.71822
H 1.37141 -3.54777 1.14577
H 1.79504 -2.61489 -0.27235
H -0.37591 -3.21743 -0.12984
C -0.71295 -2.04039 4.50421
C -1.88383 -1.01196 4.58429
O -3.02750 -1.61172 5.19874
H -1.00664 -2.78018 3.75951
H -0.72721 -2.63262 5.41917
H 0.29043 -1.66987 4.29435
H -2.20977 -0.62056 3.62062
H -1.50225 -0.05567 4.94204
H -3.74413 -0.99692 5.37210